A cluster of 2 separate species, C6H13P in total. Source: OMol25; level of theory: ωB97M-V/def2-TZVPD.

Calculated values
* highest occupied orbital energy: -8.77 eV
* SMILES: CC=C=PC.CC
* energy above the lowest of the compared OMol25 structures with the same formula, charge and spin: 2.7426 eV
* E: -15718.249 eV
* net charge: 0

Each line ends with the natural charge from an NBO analysis.
Element x y z (Å)
C -0.425 2.741 0.068  -0.6404
C -0.417 1.488 -0.747  -0.2621
C -1.215 0.443 -0.728  -0.4069
P -2.646 -0.365 -0.608  0.6361
C -2.269 -1.806 0.662  -0.9102
H -0.872 2.599 1.204  0.2173
H -1.097 3.493 -0.329  0.2302
H 0.525 3.274 0.199  0.2262
H 0.397 1.408 -1.434  0.2183
H -2.061 -2.776 0.090  0.2332
H -3.127 -1.944 1.330  0.2293
H -1.352 -1.514 1.209  0.2321
C 2.499 -0.467 -0.317  -0.6056
C 1.186 -1.358 0.048  -0.6255
H 2.358 0.488 0.195  0.1985
H 2.649 -0.295 -1.400  0.2036
H 3.412 -0.813 0.003  0.2019
H 1.110 -1.736 1.101  0.1976
H 0.912 -2.233 -0.469  0.2056
H 0.435 -0.629 -0.076  0.2208